[1]
Entry from the Open Molecules 2025 dataset: C27H78Li2N6O16 as an isolated structure at a distorted geometry (ωB97M-V with the def2-TZVPD basis set).

The molar mass is 756.83 u. The orbital gap comes out at 7.49 eV. Its charge is 0. The calculation puts the HOMO energy at -7.896 eV. The total energy comes out at -2622.8136 hartree.

Geometry (Å):
Li -11.24 -3.82 -18.84
Li -10.11 -7.55 -19.61
O -10.06 -5.55 -19.42
C -9.89 -4.95 -20.75
C -11.02 -4.19 -21.50
O -11.47 -2.97 -20.88
H -9.42 -5.68 -21.42
H -9.08 -4.26 -20.50
H -11.88 -4.82 -21.73
H -10.81 -3.90 -22.53
C -14.99 -2.46 -22.31
O -16.16 -2.78 -22.44
N -14.36 -1.63 -23.07
N -14.34 -2.80 -21.29
H -13.44 -1.47 -22.67
H -14.82 -1.22 -23.87
H -13.36 -2.55 -21.19
H -14.79 -3.43 -20.65
C -15.12 -3.09 -15.30
O -13.74 -2.71 -15.41
C -13.51 -1.97 -16.69
C -13.71 -2.86 -17.94
N -13.04 -4.11 -17.79
C -13.73 -5.12 -18.69
C -15.19 -5.44 -18.40
O -16.05 -4.73 -19.36
C -17.36 -5.21 -19.27
H -15.46 -2.72 -14.33
H -15.22 -4.16 -15.49
H -15.89 -2.71 -15.97
H -12.55 -1.46 -16.65
H -14.20 -1.14 -16.82
H -13.23 -2.40 -18.80
H -14.76 -2.98 -18.22
H -13.17 -4.27 -16.80
H -13.17 -6.01 -18.38
H -13.51 -4.97 -19.75
H -15.37 -5.25 -17.34
H -15.40 -6.50 -18.54
H -17.99 -4.71 -20.01
H -17.81 -4.92 -18.32
H -17.36 -6.30 -19.32
C -10.15 -7.72 -16.78
O -9.71 -8.37 -17.95
C -8.33 -8.67 -17.95
C -8.15 -9.55 -19.25
N -8.51 -8.69 -20.36
C -8.79 -9.48 -21.56
C -9.34 -8.58 -22.64
O -10.73 -8.26 -22.36
C -11.44 -7.57 -23.37
H -10.98 -7.03 -16.96
H -9.32 -7.21 -16.29
H -10.43 -8.46 -16.04
H -8.17 -9.34 -17.10
H -7.66 -7.83 -17.82
H -8.75 -10.45 -19.38
H -7.13 -9.86 -19.45
H -7.65 -8.22 -20.60
H -9.52 -10.23 -21.25
H -7.99 -10.11 -21.95
H -9.22 -9.04 -23.62
H -8.85 -7.61 -22.71
H -11.48 -8.23 -24.24
H -11.02 -6.63 -23.75
H -12.44 -7.30 -23.03
C -13.45 -3.15 -25.85
O -13.54 -4.42 -26.54
C -13.72 -5.52 -25.59
C -15.27 -5.66 -25.13
N -15.40 -6.68 -24.08
C -15.10 -6.29 -22.69
C -15.08 -7.40 -21.63
O -16.33 -8.10 -21.36
C -16.24 -8.93 -20.21
H -14.37 -2.92 -25.31
H -13.35 -2.51 -26.72
H -12.60 -3.20 -25.17
H -13.04 -5.47 -24.74
H -13.40 -6.45 -26.07
H -15.89 -5.74 -26.02
H -15.50 -4.64 -24.82
H -16.35 -6.99 -24.17
H -15.84 -5.55 -22.37
H -14.11 -5.84 -22.70
H -14.72 -6.91 -20.73
H -14.27 -8.10 -21.85
H -17.30 -9.12 -20.04
H -15.91 -8.34 -19.35
H -15.59 -9.80 -20.25
C -4.49 0.59 -21.97
O -5.53 -0.05 -22.68
C -6.68 0.77 -22.90
C -7.91 -0.19 -23.13
N -7.71 -1.01 -24.30
C -8.93 -1.55 -24.86
C -8.71 -2.33 -26.14
O -8.09 -3.63 -26.03
C -8.83 -4.56 -25.30
H -3.60 -0.01 -21.82
H -4.88 0.86 -20.99
H -4.17 1.54 -22.41
H -6.58 1.44 -23.74
H -6.99 1.35 -22.03
H -8.83 0.37 -23.32
H -8.02 -0.81 -22.24
H -7.27 -1.84 -23.93
H -9.50 -0.67 -25.15
H -9.44 -2.22 -24.17
H -8.31 -1.77 -26.99
H -9.71 -2.51 -26.52
H -8.50 -5.59 -25.17
H -9.87 -4.46 -25.60
H -8.79 -4.21 -24.27
O -9.89 -3.04 -17.47
H -9.23 -2.50 -17.05
H -9.45 -3.88 -17.63
O -6.99 -2.31 -19.87
H -7.86 -2.00 -20.13
H -7.17 -2.99 -19.22
O -9.45 -1.32 -20.21
H -10.13 -1.98 -20.35
H -9.91 -0.60 -19.77
O -7.55 -4.73 -18.16
H -8.28 -5.06 -18.69
H -6.87 -5.40 -18.24
O -11.21 -0.96 -22.62
H -11.18 -1.76 -22.09
H -11.32 -0.26 -21.99



[2]
Entry from the Open Molecules 2025 dataset: one molecule with the formula C4H4ClNS at a distorted geometry (ωB97M-V with the def2-TZVPD basis set).

The molar mass is 133.60 u. The orbital gap comes out at 7.43 eV. Its charge is 0. The calculation puts the HOMO energy at -7.797 eV. The total energy comes out at -1067.8288 hartree.

Geometry (Å):
C -1.33 -0.36 -0.40
C -0.51 0.45 -1.24
C -0.76 -1.14 0.55
C 1.80 0.30 -0.46
N 0.70 0.62 -0.79
S 2.92 0.86 0.65
Cl -1.74 -2.00 1.66
H -2.46 -0.42 -0.50
H -1.00 1.25 -1.76
H 0.17 -1.31 0.85
H 2.21 1.76 1.44



[3]
Entry from the Open Molecules 2025 dataset: a 2-piece molecular cluster, C8H20NO2PSi overall (ωB97M-V with the def2-TZVPD basis set).

As for the SMILES: CC(C)[C@@H](C)CO[SiH2][PH2]=O.CC#N. The molar mass is 221.31 u. The orbital gap comes out at 9.81 eV. Its charge is 0. The calculation puts the HOMO energy at -9.250 eV. The total energy comes out at -1152.9053 hartree.

Geometry (Å):
C -2.55 -2.22 0.59
C -1.90 -2.56 -0.75
C -2.81 -3.50 -1.54
C -1.52 -1.33 -1.60
C -2.48 -0.14 -1.50
C -0.08 -0.90 -1.33
O 0.15 -0.76 0.08
Si 0.72 0.62 0.74
P 2.99 0.60 0.64
O 3.56 -0.67 1.18
H -1.96 -1.51 1.16
H -2.66 -3.13 1.19
H -3.56 -1.81 0.47
H -0.97 -3.09 -0.53
H -3.02 -4.41 -0.96
H -3.76 -3.02 -1.78
H -2.34 -3.81 -2.48
H -1.51 -1.66 -2.65
H -2.60 0.35 -2.46
H -3.47 -0.43 -1.16
H -2.11 0.62 -0.80
H 0.12 0.05 -1.84
H 0.62 -1.65 -1.70
H 0.20 1.82 0.04
H 0.36 0.65 2.17
H 3.43 1.78 1.27
H 3.33 0.89 -0.70
C 4.24 5.02 2.77
C 3.49 4.66 1.58
N 2.91 4.38 0.63
H 4.57 6.05 2.71
H 3.62 4.89 3.65
H 5.12 4.38 2.87



[4]
Entry from the Open Molecules 2025 dataset: C28H24FeN7OS as an isolated structure (ωB97M-V with the def2-TZVPD basis set).

The molar mass is 562.46 u. The orbital gap (spin up / spin down) comes out at 7.39 / 7.41 eV. Its charge is +1. The calculation puts the HOMO energy (spin up / spin down) at -10.015 / -10.184 eV. As for the spin multiplicity: 5. The total energy comes out at -3201.7350 hartree.

Geometry (Å):
Fe -0.18 -0.11 0.57
C -1.80 3.91 -1.12
C -2.84 3.43 -1.89
C -3.27 2.13 -1.70
C -2.63 1.34 -0.74
N -1.61 1.80 -0.01
C -1.21 3.06 -0.20
C -3.06 -0.04 -0.43
C -4.24 -0.63 -0.88
C -4.55 -1.90 -0.43
C -3.74 -2.53 0.50
C -2.59 -1.87 0.91
N -2.25 -0.68 0.41
C -1.68 -2.35 1.99
C -1.75 -3.63 2.53
C -0.88 -3.96 3.57
C 0.01 -3.01 4.03
C 0.02 -1.76 3.42
N -0.81 -1.44 2.43
H -1.44 4.93 -1.22
H -3.32 4.06 -2.63
H -4.07 1.72 -2.29
H -0.38 3.40 0.40
H -4.90 -0.11 -1.56
H -5.45 -2.38 -0.78
H -4.01 -3.49 0.89
H -2.45 -4.35 2.15
H -0.91 -4.94 4.00
H 0.70 -3.22 4.83
H 0.72 -0.99 3.73
S 3.64 -2.48 0.74
C 2.58 -3.50 -0.13
C 1.35 -2.94 -0.32
C 1.21 -1.65 0.25
C 2.40 -1.28 0.86
C 2.58 -0.03 1.57
C 3.80 0.36 2.15
C 3.88 1.56 2.83
C 2.76 2.37 2.93
C 1.59 1.94 2.32
N 1.50 0.79 1.64
H 2.93 -4.47 -0.47
H 0.57 -3.45 -0.86
H 4.66 -0.29 2.07
H 4.82 1.86 3.28
H 2.78 3.31 3.46
H 0.68 2.53 2.38
C 2.43 2.10 -4.15
N 1.51 1.33 -3.35
C 0.49 0.45 -3.89
C -0.20 -0.03 -2.62
O -1.12 -0.80 -2.56
N 0.41 0.57 -1.54
C 1.38 1.35 -2.01
N 2.13 2.11 -1.21
H 2.69 1.52 -5.04
H 3.36 2.28 -3.61
H 2.00 3.05 -4.47
H 0.93 -0.38 -4.44
H -0.21 0.98 -4.53
H 2.12 1.88 -0.23
H 2.95 2.57 -1.57